Record 1
A single C6H7NO2S3 molecule at a distorted geometry. Source: the OMol25 dataset; level of theory: ωB97M-V with the def2-TZVPD basis set.

Calculated values
**HOMO level**: -8.080 eV
**E**: -44418.00528 eV

Atoms and positions in Å:
C -0.32 -1.40 0.14
C -2.42 1.20 0.02
C -1.43 -1.26 0.62
C -2.61 -1.06 1.26
C 0.63 -1.21 -1.94
C -2.07 2.67 2.23
N -3.83 -1.06 0.74
O -4.89 -0.82 1.32
O 0.82 -1.51 -0.58
S -2.78 0.74 -1.53
S -3.68 -1.21 -1.04
S -1.90 2.74 0.38
H -2.59 -0.77 2.27
H 1.44 -1.62 -2.47
H 0.87 -0.12 -2.24
H -0.34 -1.50 -2.43
H -3.06 2.93 2.59
H -1.31 3.33 2.56
H -1.82 1.65 2.52

These are the Löwdin partial charges, in e, on atoms 1 to 4:
1 C -0.051
2 C -0.956
3 C -0.120
4 C -0.223


Record 2
A molecular structure, C5H4N2O at a distorted geometry. Source: the OMol25 dataset; level of theory: ωB97M-V with the def2-TZVPD basis set.

Calculated values
**HOMO level**: -9.551 eV
**E**: -10274.29581 eV

Atoms and positions in Å:
C 1.56 -0.42 -0.07
C 1.17 1.01 0.05
C -0.22 0.53 -0.08
C -1.11 -1.48 0.02
C 0.09 -0.80 0.02
H 1.52 1.31 1.09
H 1.72 1.88 -0.62
H -2.29 1.36 -0.09
H -1.41 -2.52 0.22
N -1.54 0.62 -0.20
N -2.11 -0.55 -0.14
O 2.63 -0.94 -0.22

These are the Löwdin partial charges, in e, on atoms 1 to 4:
1 C -0.359
2 C -0.055
3 C -0.213
4 C -0.050


Record 3
4 unconnected molecules or ions with the total composition C28H68B3NO16PS2 at a distorted geometry. Source: the OMol25 dataset; level of theory: ωB97M-V with the def2-TZVPD basis set.

Calculated values
**HOMO level**: -4.551 eV
**Charge**: -1
**E**: -97381.12526 eV

Atoms and positions in Å:
C -4.00 -3.37 3.21
O -2.63 -3.68 3.41
C -1.82 -3.25 2.32
C -0.81 -2.17 2.68
C 0.30 -2.84 3.52
C 1.45 -3.39 2.70
C 2.55 -2.34 2.42
C 2.98 -2.33 0.95
C 3.41 -0.96 0.39
N 3.68 0.04 1.41
O -0.28 -1.71 1.45
B -1.15 -0.60 0.95
C -0.40 0.75 0.42
B -1.36 1.64 -0.45
O -2.52 2.13 0.03
O -1.03 1.96 -1.79
P -2.08 -1.39 -0.63
S -4.06 -1.14 -0.74
O -2.01 -0.33 2.11
C -1.41 -0.86 3.22
S 0.04 0.17 3.83
B -2.38 -0.93 4.48
O -3.67 -0.60 4.32
O -1.94 -1.28 5.75
H -4.49 -3.37 4.17
H -4.48 -4.10 2.56
H -4.13 -2.38 2.79
H -2.45 -2.98 1.49
H -1.22 -4.10 2.00
H 0.68 -2.20 4.31
H -0.16 -3.69 4.01
H 1.10 -3.83 1.77
H 1.92 -4.20 3.26
H 2.13 -1.39 2.70
H 3.42 -2.55 3.02
H 2.18 -2.70 0.32
H 3.81 -3.03 0.84
H 2.65 -0.65 -0.31
H 4.31 -1.10 -0.20
H 4.12 0.84 0.97
H 2.81 0.37 1.81
H -0.09 1.39 1.24
H 0.48 0.55 -0.19
H -3.20 2.18 -0.66
H -0.92 1.13 -2.28
H -1.86 -2.79 -0.58
H -1.44 -1.03 -1.84
H -0.65 1.25 4.20
H -4.18 -0.84 5.11
H -1.72 -2.23 5.73
C -4.80 -0.84 -6.47
O -3.86 0.20 -6.65
C -3.29 0.61 -5.41
C -1.95 1.28 -5.62
O -0.88 0.37 -5.84
C -0.80 -0.24 -7.11
C -0.30 0.68 -8.20
O -1.34 1.52 -8.68
C -0.85 2.65 -9.34
H -5.64 -0.51 -5.85
H -5.17 -1.11 -7.46
H -4.33 -1.72 -6.02
H -3.17 -0.24 -4.74
H -3.98 1.33 -4.94
H -1.70 1.80 -4.69
H -2.01 2.03 -6.41
H -1.75 -0.71 -7.40
H -0.06 -1.04 -6.99
H 0.07 0.08 -9.05
H 0.53 1.28 -7.81
H -0.23 3.27 -8.67
H -1.70 3.24 -9.67
H -0.25 2.37 -10.22
C -2.49 1.58 7.56
O -2.91 1.66 8.91
C -4.04 0.85 9.16
C -4.15 0.51 10.63
O -3.27 -0.53 11.04
C -1.90 -0.21 11.18
C -1.58 0.60 12.42
O -1.89 1.97 12.22
C -2.01 2.67 13.44
H -3.27 1.94 6.88
H -1.61 2.20 7.44
H -2.22 0.55 7.29
H -3.99 -0.08 8.58
H -4.94 1.41 8.86
H -5.15 0.12 10.81
H -4.02 1.40 11.25
H -1.51 0.28 10.28
H -1.39 -1.17 11.28
H -0.51 0.52 12.64
H -2.15 0.21 13.26
H -2.82 2.25 14.05
H -2.26 3.70 13.20
H -1.08 2.64 14.01
C 8.50 2.34 -6.91
O 7.43 1.76 -7.63
C 7.54 0.35 -7.72
C 6.20 -0.28 -7.98
O 5.38 -0.39 -6.82
C 4.75 0.79 -6.35
C 3.58 1.24 -7.19
O 4.03 1.93 -8.35
C 3.03 1.98 -9.34
H 9.46 2.15 -7.41
H 8.33 3.41 -6.87
H 8.54 1.95 -5.89
H 7.97 -0.06 -6.80
H 8.22 0.11 -8.56
H 6.38 -1.31 -8.29
H 5.67 0.23 -8.79
H 5.48 1.60 -6.22
H 4.37 0.53 -5.36
H 2.95 1.92 -6.60
H 2.99 0.36 -7.47
H 2.74 0.97 -9.65
H 3.44 2.51 -10.20
H 2.14 2.52 -8.98

These are the Löwdin partial charges, in e, on atoms 1 to 4:
1 C -0.090
2 O -0.160
3 C -0.123
4 C -0.422


Record 4
A single C2H5IOS molecule at a distorted geometry. Source: the OMol25 dataset; level of theory: ωB97M-V with the def2-TZVPD basis set.

Calculated values
**HOMO level**: -9.551 eV
**E**: -23136.56603 eV

Atoms and positions in Å:
C -1.28 -0.09 0.06
C 0.08 0.55 0.18
O 1.14 -1.96 -0.55
S 1.30 -0.80 0.60
I 3.31 0.50 0.01
H -1.15 -0.84 -0.82
H -1.87 -0.34 1.01
H -1.88 0.79 -0.51
H 0.03 1.34 0.84
H 0.31 0.84 -0.81

These are the Löwdin partial charges, in e, on atoms 1 to 4:
1 C -0.186
2 C -0.538
3 O -0.626
4 S 0.490


Question: E of number 2 (C5H4N2O)?
Answer: -10274.29581 eV


Question: Number 2 is which compound?
Answer: C5H4N2O


Question: What is the formula in the third record?
Answer: C28H68B3NO16PS2